# 1
# ClHg3O16S3

A structure of composition ClHg3O16S3 (wB97M-V/def2-TZVPD, OMol25).

Last column: Mulliken charge in e.
Cartesian coordinates (Å):
1 Hg -0.127 1.436 0.149  2.127
2 Hg 1.647 -3.758 1.279  0.909
3 Hg -2.503 -1.739 -3.696  0.694
4 Cl 1.190 -1.251 -1.852  1.617
5 S -3.195 0.253 -0.794  1.110
6 S 2.897 3.066 0.620  1.109
7 S -0.640 -1.334 2.460  0.848
8 O -4.255 1.137 -1.297  -0.654
9 O 4.124 2.326 0.859  -0.521
10 O 2.246 -1.611 -2.755  -0.637
11 O 0.027 -0.799 -2.410  -0.548
12 O -2.332 1.166 -0.073  -0.607
13 O -0.271 -1.016 3.863  -0.628
14 O 1.555 -0.177 -1.061  -0.628
15 O -0.293 -0.196 1.506  -0.779
16 O -2.760 -0.562 -1.895  -0.454
17 O -2.036 -1.752 2.488  -0.534
18 O 2.701 3.958 1.826  -0.584
19 O 3.161 3.836 -0.644  -0.569
20 O 1.688 2.361 0.329  -0.673
21 O 0.164 -2.394 1.952  -0.550
22 O -3.808 -0.737 0.021  -0.462
23 O 0.820 -2.212 -0.874  -0.586

Summary:
multiplicity = 1
HOMO-LUMO gap = 1.78 eV
net charge = -1
electronic energy = -90292.365 eV
HOMO = -5.349 eV
LUMO = -0.1313 hartree

***

# 2
# C40H50KN7O9P2S3

A structure of composition C40H50KN7O9P2S3 (wB97M-V/def2-TZVPD, OMol25).

Last column: Mulliken charge in e.
Cartesian coordinates (Å):
1 K 0.027 0.318 -0.047  1.125
2 S -8.823 -4.971 1.927  1.183
3 S -3.263 3.103 0.853  -0.221
4 S -2.200 2.883 -1.930  -0.380
5 P 3.168 -0.853 -0.846  1.107
6 P -0.538 -2.407 1.656  1.400
7 O 0.031 -2.234 0.284  -0.230
8 O 3.203 -2.448 -1.216  -0.515
9 O 4.637 -0.745 -0.103  -0.454
10 O -9.012 -3.554 2.173  -0.673
11 O 1.450 0.214 1.873  0.242
12 O 3.509 -0.312 -2.345  -0.031
13 O 1.370 -1.329 -7.493  -0.657
14 O -8.123 -5.688 2.985  -0.696
15 O -9.988 -5.658 1.395  -0.693
16 N -0.167 0.325 -7.547  -0.351
17 N -7.605 -6.123 -0.201  -0.500
18 N 0.298 -0.480 -2.649  0.135
19 N 0.401 2.911 -0.339  -0.165
20 N -3.153 -0.732 -0.737  -0.036
21 N -0.769 2.784 0.419  0.003
22 N -6.753 -4.022 0.461  -0.368
23 C -5.756 -5.168 -1.359  -0.562
24 C 2.022 3.743 2.538  -0.282
25 C -1.397 8.019 0.827  -0.444
26 C 4.529 -0.891 -3.157  -0.141
27 C -4.894 -2.929 -0.590  1.387
28 C -0.450 7.013 0.947  -0.801
29 C -3.086 6.496 1.604  -0.526
30 C -3.674 -3.011 -1.258  -0.932
31 C 1.922 1.352 3.865  -0.843
32 C 0.259 0.655 -3.335  -0.293
33 C -7.601 -5.036 0.567  0.074
34 C 4.777 0.328 0.845  0.908
35 C -5.216 -1.712 0.005  -0.812
36 C 4.985 0.152 -4.154  -1.353
37 C 0.697 -2.701 2.939  -1.212
38 C 1.714 2.612 1.789  1.317
39 C 2.261 3.728 3.905  -1.191
40 C -1.549 -1.027 2.272  -0.645
41 C -0.818 5.754 1.397  0.664
42 C -2.845 -1.900 -1.292  -0.134
43 C 1.509 2.834 0.308  -0.205
44 C 0.371 0.691 -4.719  -1.203
45 C -4.324 -0.655 -0.108  -0.419
46 C 1.655 1.335 2.466  -0.490
47 C -1.604 -3.876 1.704  -1.143
48 C 0.633 -1.686 -4.681  -1.211
49 C 0.489 -1.619 -3.305  -0.163
50 C 2.207 2.505 4.562  -0.561
51 C 0.553 -0.501 -5.405  1.003
52 C -6.686 -6.172 -1.153  -0.367
53 C -2.719 7.757 1.160  -0.566
54 C -5.827 -4.079 -0.494  0.346
55 C 4.364 -4.003 0.230  -1.443
56 C -1.874 2.896 -0.282  0.034
57 C -2.546 4.109 2.185  -0.999
58 C -2.142 5.481 1.729  0.069
59 C 0.642 -0.555 -6.899  0.072
60 C 5.820 1.312 0.360  -1.418
61 C 3.052 -3.316 -0.082  0.203
62 C 2.733 3.107 -0.524  -1.073
63 H 0.582 7.202 0.677  0.379
64 H -5.032 -5.228 -2.159  0.378
65 H 2.688 -2.743 0.777  -0.210
66 H 1.887 0.393 4.370  0.369
67 H -1.880 -1.953 -1.783  0.227
68 H 3.470 3.671 0.051  0.396
69 H 2.452 3.663 -1.418  0.450
70 H -1.703 3.584 2.633  0.267
71 H -2.095 -0.528 1.469  -0.200
72 H 0.798 -2.626 -5.187  0.462
73 H -2.434 -3.751 1.009  0.118
74 H 0.112 1.578 -2.776  0.236
75 H 4.131 0.534 -4.715  0.244
76 H -3.348 4.175 2.923  0.544
77 H -0.179 0.300 -8.551  0.230
78 H -6.145 -1.603 0.546  0.620
79 H -3.343 -3.931 -1.722  0.185
80 H -6.695 -7.055 -1.787  0.399
81 H -4.557 0.306 0.339  0.351
82 H 3.811 0.810 1.012  -0.669
83 H 5.907 2.146 1.059  0.403
84 H -0.089 4.959 1.483  0.268
85 H 2.267 -4.031 -0.331  0.435
86 H 0.538 -2.510 -2.687  0.511
87 H 5.696 -0.278 -4.862  0.386
88 H 4.235 -4.706 1.056  0.421
89 H -2.286 -1.420 2.976  0.516
90 H 4.116 -1.765 -3.668  0.240
91 H 5.358 -1.227 -2.528  0.277
92 H -4.122 6.287 1.845  0.376
93 H 2.482 4.644 4.439  0.377
94 H -3.468 8.534 1.065  0.350
95 H 2.074 4.696 2.014  0.404
96 H 0.222 -2.715 3.921  0.435
97 H -1.017 -4.742 1.397  0.329
98 H 5.121 -3.270 0.506  0.242
99 H 5.540 1.713 -0.615  0.192
100 H -2.007 -4.049 2.704  0.398
101 H -1.110 9.000 0.469  0.362
102 H 0.331 1.644 -5.230  0.434
103 H -0.927 -0.284 2.772  0.152
104 H 4.722 -4.557 -0.640  0.306
105 H 3.214 2.178 -0.842  -0.380
106 H 1.184 -3.661 2.764  0.366
107 H 6.794 0.830 0.266  0.355
108 H 1.416 -1.881 2.890  -0.021
109 H 2.395 2.451 5.630  0.365
110 H 5.463 0.990 -3.646  0.291
111 H -0.845 0.873 -7.049  0.204
112 H 5.072 -0.120 1.797  0.356

Summary:
multiplicity = 1
HOMO-LUMO gap = 6.28 eV
net charge = -2
electronic energy = -138565.376 eV
HOMO = -2.992 eV
LUMO = 0.1210 hartree

***

# 3
# C37H43BrClN6O3SeTl

A structure of composition C37H43BrClN6O3SeTl (wB97M-V/def2-TZVPD, OMol25).

Last column: Mulliken charge in e.
Cartesian coordinates (Å):
1 Tl 0.232 0.256 0.926  0.825
2 Br -6.317 -0.005 4.433  -0.254
3 Se -2.254 -4.256 1.317  -0.526
4 Cl 0.616 0.146 -8.379  -0.261
5 O -0.466 0.511 -1.801  -0.844
6 O 1.625 -0.314 -1.758  -0.292
7 O -0.407 0.690 3.589  -0.932
8 N -0.397 4.157 0.553  -0.170
9 N -3.044 3.140 1.492  -0.399
10 N 2.126 -2.744 0.052  0.164
11 N 1.165 -2.466 1.068  -0.436
12 N 3.077 0.700 1.495  -0.513
13 N 3.717 0.877 0.237  0.060
14 C -2.200 -0.529 4.523  -0.914
15 C -4.021 1.083 3.166  -0.207
16 C 1.723 -0.331 -4.569  -0.008
17 C 5.065 0.295 0.057  1.953
18 C -2.810 4.310 0.801  -0.347
19 C 3.243 -4.232 -1.463  -1.705
20 C 5.298 -1.010 0.827  -1.708
21 C 1.578 -5.147 0.165  -1.759
22 C -1.546 4.831 0.325  0.493
23 C 1.916 -3.972 -0.748  1.800
24 C -0.510 0.580 -5.950  -0.699
25 C -3.917 6.256 -0.196  -0.625
26 C -4.450 0.117 4.026  -0.221
27 C -6.554 -2.649 2.312  -0.528
28 C 0.615 0.141 -6.630  0.497
29 C -3.951 -3.552 1.767  -0.057
30 C -2.226 2.488 2.253  -0.108
31 C 1.735 -0.315 -5.958  -0.768
32 C -0.502 0.562 -4.564  -0.377
33 C 0.610 0.105 -3.865  -0.047
34 C 0.793 -3.777 -1.775  -1.270
35 C 0.851 5.856 -0.578  -0.641
36 C 6.103 1.341 0.476  -1.857
37 C -3.543 -0.718 4.697  -0.287
38 C -4.764 -4.220 2.685  -0.471
39 C -6.048 -3.772 2.953  -0.396
40 C -2.645 1.330 2.999  0.316
41 C -0.284 6.575 -0.808  -0.681
42 C -1.531 6.082 -0.366  1.071
43 C -5.739 -1.954 1.427  -0.516
44 C 5.207 0.031 -1.443  -1.542
45 C -2.725 6.792 -0.602  -0.767
46 C -3.954 5.037 0.484  -0.324
47 C -4.448 -2.392 1.160  -0.173
48 C 0.740 4.644 0.126  -0.421
49 C 0.579 0.102 -2.336  0.201
50 C -1.661 0.516 3.690  0.201
51 H -3.914 -1.506 5.340  0.384
52 H 3.132 -0.257 1.838  0.153
53 H 5.029 0.951 -2.005  0.385
54 H -2.681 7.751 -1.106  0.320
55 H -1.355 0.890 -3.985  0.492
56 H 1.820 6.189 -0.927  0.377
57 H 0.563 -4.713 -2.290  0.483
58 H 2.583 -0.695 -4.020  0.339
59 H -4.900 4.622 0.807  0.461
60 H 1.364 -3.025 1.887  0.193
61 H 5.396 -0.828 1.900  0.374
62 H 3.506 1.318 2.170  0.186
63 H 1.626 -6.083 -0.397  0.463
64 H -0.113 -3.435 -1.270  0.267
65 H 1.633 4.065 0.345  0.481
66 H -1.483 -1.186 5.002  0.370
67 H -7.567 -2.320 2.507  0.452
68 H 6.021 1.572 1.542  0.404
69 H -1.232 2.863 2.493  0.603
70 H 3.143 -5.061 -2.168  0.443
71 H -4.715 1.727 2.642  0.542
72 H 2.599 -0.661 -6.510  0.391
73 H 1.078 -3.023 -2.513  0.179
74 H 3.085 0.492 -0.463  0.045
75 H 3.555 -3.339 -2.011  0.231
76 H 6.222 -1.479 0.479  0.442
77 H -6.117 -1.063 0.935  0.319
78 H -6.675 -4.310 3.658  0.303
79 H 2.063 -1.954 -0.588  -0.108
80 H 5.942 2.260 -0.091  0.371
81 H 2.285 -5.209 0.997  0.400
82 H -4.842 6.781 -0.404  0.348
83 H -3.820 -1.847 0.468  0.397
84 H 0.213 -2.721 0.791  0.061
85 H -0.250 7.518 -1.343  0.347
86 H 4.474 -1.705 0.660  0.292
87 H 6.210 -0.334 -1.674  0.476
88 H 4.468 -0.704 -1.765  0.136
89 H 4.025 -4.481 -0.742  0.343
90 H -1.376 0.920 -6.502  0.398
91 H 0.570 -5.050 0.567  0.200
92 H -4.382 -5.109 3.172  0.330
93 H 7.118 0.984 0.279  0.394

Summary:
multiplicity = 1
HOMO-LUMO gap = 4.88 eV
net charge = -2
electronic energy = -206757.273 eV
HOMO = -1.165 eV
LUMO = 0.1366 hartree

***

# 4
# C44H47N4RuSSb2

A structure of composition C44H47N4RuSSb2 (wB97M-V/def2-TZVPD, OMol25).

Last column: Mulliken spin population.
Cartesian coordinates (Å):
1 Sb 2.991 -0.223 -0.394  -0.025
2 Sb 0.267 -2.775 0.597  0.005
3 Ru 0.415 0.016 0.589  1.043
4 S 0.130 4.633 0.769  -0.001
5 N -0.471 -0.582 2.810  0.006
6 N -0.105 2.152 0.058  -0.003
7 N -1.845 -0.353 0.561  0.019
8 N -0.421 -0.537 -1.694  -0.024
9 C -3.901 -0.336 1.773  -0.005
10 C -4.190 4.000 -4.428  0.000
11 C -0.972 2.904 -0.800  0.000
12 C 5.072 -2.608 1.431  0.001
13 C -3.894 -0.839 -0.549  -0.001
14 C 3.554 0.760 -2.193  -0.001
15 C 1.438 2.479 1.849  0.001
16 C 1.847 -4.108 0.130  0.002
17 C 3.153 -4.398 2.246  0.001
18 C -1.426 0.280 5.273  0.003
19 C 4.607 0.580 0.702  -0.003
20 C -1.711 5.190 -1.232  0.000
21 C -1.703 -0.090 2.938  0.017
22 C 2.990 2.750 3.665  0.012
23 C -1.704 -0.887 -1.784  0.014
24 C -1.210 -3.682 -0.624  -0.005
25 C 3.877 -2.135 -0.720  -0.009
26 C -2.501 2.221 -4.807  0.000
27 C -2.257 -1.402 -2.945  0.002
28 C 0.330 -0.644 -2.790  -0.014
29 C -0.951 4.276 -0.521  -0.003
30 C 0.504 2.976 0.882  0.008
31 C -0.145 -1.120 -4.002  0.001
32 C 2.517 0.571 2.757  -0.002
33 C 1.615 1.107 1.836  -0.056
34 C 5.193 -3.218 2.669  0.000
35 C -3.406 2.871 -3.756  -0.001
36 C 0.247 -0.734 3.922  0.005
37 C -1.778 2.470 -1.856  -0.004
38 C -2.522 -0.219 1.708  0.023
39 C 3.030 -3.789 0.997  0.001
40 C -4.412 1.842 -3.229  0.000
41 C -2.211 0.385 4.133  -0.002
42 C -1.463 -1.525 -4.075  -0.004
43 C -2.517 -0.678 -0.550  -0.002
44 C 3.989 -2.870 0.590  -0.002
45 C 3.187 1.373 3.666  -0.007
46 C -0.192 -0.331 5.173  -0.004
47 C 2.119 3.302 2.750  -0.009
48 C -0.334 -3.656 2.419  0.000
49 C -4.597 -0.640 0.622  -0.001
50 C 4.220 -4.117 3.085  -0.001
51 C -2.542 3.372 -2.593  -0.002
52 C -2.501 4.728 -2.259  0.003
53 H 2.413 -5.132 2.548  0.000
54 H 5.505 0.385 0.113  0.000
55 H -3.102 1.836 -5.636  0.000
56 H -3.900 0.982 -2.793  0.000
57 H -4.866 4.497 -3.730  0.000
58 H -1.791 0.643 6.225  0.000
59 H -3.079 5.444 -2.824  0.000
60 H 0.428 -0.496 6.043  0.000
61 H -4.796 3.585 -5.234  0.000
62 H 3.878 0.927 4.371  0.001
63 H -3.288 -1.722 -2.975  0.001
64 H -3.528 4.750 -4.866  0.000
65 H -1.795 2.949 -5.213  0.000
66 H 4.698 0.131 1.681  0.000
67 H -1.000 -3.525 -1.680  0.000
68 H -4.416 -0.230 2.717  0.001
69 H 1.354 -0.326 -2.700  0.019
70 H -1.284 -3.225 2.730  0.000
71 H -1.930 1.395 -4.387  0.000
72 H -0.455 -4.725 2.250  0.000
73 H 1.453 -5.102 0.343  0.000
74 H 2.038 -4.030 -0.937  0.000
75 H -5.674 -0.747 0.641  0.000
76 H 5.849 -1.932 1.093  0.000
77 H -1.789 1.434 -2.120  0.004
78 H -5.052 2.281 -2.459  0.000
79 H -4.421 -1.112 -1.450  0.000
80 H -1.877 -1.913 -4.996  0.000
81 H -1.678 6.245 -0.992  0.000
82 H 3.305 -2.646 -1.489  0.000
83 H 2.714 -0.495 2.763  -0.003
84 H 2.991 0.455 -3.069  0.000
85 H -2.198 -3.292 -0.387  0.001
86 H 3.429 1.832 -2.047  0.001
87 H 4.862 -1.889 -1.120  0.000
88 H 3.517 3.382 4.366  0.000
89 H 0.409 -3.485 3.196  -0.001
90 H 4.608 0.534 -2.347  0.000
91 H 4.302 -4.609 4.045  0.000
92 H 6.048 -3.007 3.298  0.000
93 H -1.179 -4.746 -0.394  -0.001
94 H -3.196 0.828 4.177  0.001
95 H 1.962 4.375 2.733  0.000
96 H -5.051 1.487 -4.041  0.000
97 H 1.203 -1.218 3.811  0.002
98 H 0.510 -1.169 -4.862  0.001
99 H 4.459 1.654 0.807  0.000

Summary:
multiplicity = 2
HOMO-LUMO gap (alpha / beta) = 7.25 / 7.32 eV
<S²> = 0.761
net charge = +2
electronic energy = -78831.855 eV
HOMO (alpha / beta) = -12.914 / -12.960 eV
LUMO (alpha / beta) = -0.2081 / -0.2072 hartree